{"formula": "C50H55CdN2OP2S2Si", "method": "the ωB97M-V functional and the def2-TZVPD basis", "species": ["Cd", "S", "P", "C", "P", "S", "C", "C", "C", "C", "C", "C", "C", "C", "C", "C", "C", "C", "C", "C", "C", "C", "C", "C", "C", "C", "C", "C", "C", "C", "H", "H", "H", "H", "H", "H", "H", "H", "H", "H", "H", "H", "H", "H", "H", "H", "H", "H", "H", "H", "C", "Si", "C", "N", "C", "C", "C", "C", "C", "C", "C", "C", "C", "C", "C", "C", "C", "C", "C", "C", "C", "H", "H", "H", "H", "H", "H", "H", "H", "H", "H", "H", "H", "H", "H", "H", "H", "H", "H", "H", "H", "H", "H", "H", "H", "O", "C", "C", "C", "C", "C", "C", "N", "H", "H", "H", "H", "H", "H", "H", "H", "H", "H", "H"], "xyz": [[-0.28071, -0.76547, 0.14417], [-1.89851, -1.65110, 1.93332], [-2.47016, 0.36825, 1.85965], [-1.53303, 1.06985, 0.54861], [-1.37119, 2.59704, -0.32735], [-1.52849, 2.06288, -2.30884], [0.17704, 3.50517, -0.09439], [0.39773, 4.58048, -0.95424], [1.44135, 5.47677, -0.62440], [2.34164, 5.19082, 0.41214], [2.13473, 4.05047, 1.15490], [1.05230, 3.19510, 0.95639], [-2.47551, 3.97726, 0.15827], [-2.53765, 4.31020, 1.50933], [-3.43262, 5.26889, 1.98113], [-4.31056, 5.88313, 1.12180], [-4.21715, 5.59042, -0.24910], [-3.28756, 4.64926, -0.74018], [-2.14806, 0.87823, 3.55957], [-1.30308, 1.90664, 3.92841], [-1.18407, 2.25316, 5.29634], [-1.85555, 1.57475, 6.27881], [-2.66625, 0.51071, 5.89055], [-2.77869, 0.11366, 4.53540], [-4.24854, 0.16229, 1.55632], [-5.21689, 0.52795, 2.52711], [-6.50351, 0.02380, 2.41558], [-6.90025, -0.68644, 1.29576], [-5.95767, -1.00625, 0.29228], [-4.68628, -0.49357, 0.35912], [-0.33057, 4.73357, -1.73745], [1.45770, 6.41785, -1.20500], [3.16358, 5.84859, 0.65626], [2.78834, 3.78702, 2.00016], [0.96073, 2.25056, 1.51773], [-1.94983, 3.77097, 2.25820], [-3.46442, 5.52604, 3.02165], [-5.10301, 6.56348, 1.50150], [-4.89696, 5.95576, -1.00512], [-3.20657, 4.39373, -1.79307], [-0.72020, 2.41059, 3.17602], [-0.57446, 3.09324, 5.59263], [-1.66710, 1.76574, 7.35998], [-3.24981, -0.01421, 6.67866], [-3.30534, -0.78647, 4.25003], [-4.93307, 1.16634, 3.37021], [-7.17233, 0.09621, 3.27549], [-7.93413, -1.07571, 1.15286], [-6.28941, -1.56533, -0.60208], [-3.96793, -0.66103, -0.47579], [1.96088, -0.61152, 0.67225], [3.61909, -1.36182, 0.12074], [4.51099, -0.67834, -1.45084], [3.65175, -0.21665, -2.48811], [2.84843, 0.95892, -2.22948], [2.31592, 1.61387, -3.49004], [2.55337, 0.84549, -4.77749], [2.39170, -0.67518, -4.59154], [3.28756, -1.21860, -3.48292], [4.88137, -0.97727, 1.47680], [5.35637, -2.04080, 2.26638], [6.52705, -1.88473, 3.04516], [7.08962, -0.62761, 3.15370], [6.49496, 0.46362, 2.50183], [5.40831, 0.30981, 1.66716], [3.77228, -3.22447, -0.19933], [2.69440, -4.03185, 0.12321], [2.83748, -5.41511, 0.40833], [4.08945, -6.02334, 0.34419], [5.15739, -5.23970, -0.10099], [5.01570, -3.86298, -0.30441], [2.09280, 0.48472, 0.62938], [1.86859, -0.86124, 1.73695], [5.18179, -1.39977, -1.87861], [5.09468, 0.15973, -1.01911], [3.52964, 1.62820, -1.70291], [1.99613, 0.73848, -1.60026], [2.76770, 2.61913, -3.49725], [1.24007, 1.74930, -3.32162], [3.62669, 1.03939, -5.07845], [1.88094, 1.15333, -5.59777], [2.62784, -1.17181, -5.52687], [1.34636, -0.87643, -4.34757], [4.18920, -1.63387, -3.92902], [2.80288, -2.08686, -3.01632], [4.91880, -3.05614, 2.28539], [7.00677, -2.76593, 3.41996], [7.98320, -0.47611, 3.76870], [6.95772, 1.45287, 2.55277], [5.04406, 1.20491, 1.14029], [1.68710, -3.63477, 0.16228], [1.95377, -5.97751, 0.70903], [4.29110, -7.08365, 0.58517], [6.16334, -5.65438, -0.21761], [5.92549, -3.32619, -0.48956], [-0.59185, -2.39711, -1.35575], [-1.54704, -2.82896, -2.09058], [-2.53700, -3.77403, -1.36229], [-3.93730, -4.16129, -1.83193], [-4.74329, -3.05631, -2.59066], [-4.12456, -2.80724, -3.99853], [-2.89811, -1.86488, -4.04098], [-1.72817, -2.31848, -3.34274], [-2.56471, -3.39507, -0.31967], [-1.99475, -4.74569, -1.16382], [-4.56932, -4.42983, -0.95161], [-3.85281, -5.06896, -2.45394], [-4.70153, -2.17579, -1.96135], [-5.77456, -3.33624, -2.68675], [-4.87143, -2.23643, -4.56935], [-3.90562, -3.74238, -4.50176], [-3.17144, -0.85708, -3.66616], [-2.57218, -1.68079, -5.06931], [-0.91311, -2.25190, -3.88369]], "forces_ev_per_a": [[1.29, 1.04, 0.26], [-0.45, 0.41, 0.25], [2.59, -0.27, -3.13], [-0.72, 0.82, 1.42], [-0.79, -3.00, -0.86], [0.03, 0.93, 0.68], [0.40, -0.78, 0.27], [0.89, 0.56, 1.67], [-0.74, 0.03, -0.98], [-0.77, 0.26, -0.58], [0.31, -1.03, 1.33], [0.07, 0.23, -0.91], [-0.13, -0.43, 0.43], [-0.20, -0.02, 0.63], [0.40, -0.32, -0.09], [-0.85, 0.54, -1.18], [0.37, -0.82, -0.30], [-0.41, 0.45, 0.63], [-0.65, -0.26, 0.26], [-0.20, 0.31, 1.11], [0.53, 0.42, -1.08], [-0.19, -0.71, 0.57], [-0.79, -1.06, -0.07], [0.11, 0.85, 1.92], [-1.59, 0.79, 0.21], [1.21, -0.53, -0.78], [-0.74, -0.09, 0.24], [-0.13, -1.11, -0.55], [-1.15, 0.77, -0.39], [1.47, -0.08, 0.67], [0.20, 0.29, -0.22], [0.48, -0.60, 0.39], [-0.02, 0.12, -0.08], [-0.01, 0.30, -0.52], [-0.25, 0.68, -0.19], [-0.03, 0.22, -0.47], [0.04, -0.11, 0.45], [0.74, -0.46, -0.35], [-0.22, 0.52, 0.26], [-0.20, 0.05, 0.07], [0.02, 0.21, -0.14], [0.33, 0.04, -0.17], [-0.40, 0.11, -1.01], [0.60, 0.14, -0.72], [-0.23, 0.10, 0.11], [-0.07, -0.52, -0.18], [-0.07, 0.42, -0.40], [0.87, 0.36, 0.48], [0.22, 0.40, 0.61], [-0.40, 0.13, 0.92], [0.32, -0.49, -0.61], [-0.58, 0.53, -0.53], [-0.83, 0.97, 1.54], [0.24, 0.15, -1.80], [0.40, -1.02, -0.11], [-0.64, 0.86, 0.16], [1.40, -0.29, -0.42], [-0.15, 0.77, 0.38], [-0.33, 0.23, 0.67], [-0.56, -0.92, 0.34], [1.09, 0.08, 0.38], [-1.05, 0.44, -0.89], [0.21, 0.43, 0.20], [0.69, 0.31, 0.25], [0.24, -0.35, -0.13], [-0.12, -0.02, 1.19], [-0.35, -1.66, 0.09], [-0.01, 0.45, -0.09], [0.22, -0.01, -0.43], [0.33, 0.44, 0.17], [-0.34, -0.88, -0.03], [0.07, -0.31, -0.02], [0.13, -0.03, 0.05], [0.57, -0.50, 0.05], [0.12, -0.06, -0.61], [-0.19, 0.23, 0.22], [-0.25, -0.03, 0.58], [-0.30, -0.21, -0.57], [0.11, 0.14, -0.24], [-1.05, -0.22, -0.05], [0.36, 0.19, 0.38], [-0.07, -0.20, -0.16], [-0.12, -0.01, -0.02], [0.48, 0.11, -0.04], [-0.21, -0.14, 0.09], [0.10, 0.77, -0.52], [0.11, -0.23, 0.61], [-0.24, -0.03, -0.33], [-0.11, -0.27, 0.28], [-0.02, -0.64, 0.07], [0.02, 0.26, 0.17], [0.21, 0.06, -0.05], [-0.47, 0.68, -0.13], [-0.37, -0.06, 0.12], [0.22, 0.47, -0.19], [-1.67, -2.25, -2.88], [0.39, 1.71, 2.69], [0.78, -0.52, 1.10], [-1.08, 0.22, -0.41], [2.16, -0.81, -0.26], [-0.41, 1.57, 0.46], [-1.06, -0.02, 0.27], [-0.03, -1.38, 0.62], [-0.13, 0.33, -0.60], [-0.10, 0.97, -0.56], [0.76, 0.02, -0.41], [-0.27, 0.33, 0.04], [-0.02, 0.46, -0.13], [-0.53, -0.29, -0.08], [0.02, -0.42, -0.17], [-0.03, -0.22, -0.09], [-0.04, -0.47, 0.06], [-0.21, -0.27, 0.03], [1.47, 0.73, -0.13]], "lowdin_charge": [1.110, 0.139, 0.426, -0.700, 0.370, 0.069, -0.366, -0.096, -0.078, -0.108, -0.112, -0.095, -0.338, -0.079, -0.102, -0.108, -0.083, -0.096, -0.386, -0.076, -0.090, -0.118, -0.083, -0.132, -0.334, -0.093, -0.114, -0.102, -0.102, -0.104, 0.080, 0.101, 0.092, 0.105, 0.085, 0.080, 0.093, 0.106, 0.089, 0.068, 0.069, 0.095, 0.111, 0.105, 0.078, 0.104, 0.100, 0.104, 0.093, 0.101, -0.357, 0.635, -0.236, -0.229, -0.197, -0.190, -0.199, -0.181, -0.194, -0.241, -0.088, -0.098, -0.116, -0.113, -0.108, -0.264, -0.098, -0.088, -0.112, -0.109, -0.120, -0.070, -0.047, 0.069, 0.071, 0.116, 0.071, 0.108, 0.053, 0.121, 0.105, 0.097, 0.096, 0.106, 0.107, 0.108, 0.087, 0.094, 0.096, 0.107, 0.081, 0.094, 0.100, 0.095, 0.096, -0.166, -0.362, -0.108, -0.194, -0.184, -0.167, -0.182, 0.077, 0.067, 0.137, 0.117, 0.102, 0.071, 0.093, 0.106, 0.104, 0.119, 0.121, 0.113], "homo_energy_ha": -0.143, "total_charge": -1, "relative_energy_kcal_mol": 10.5}